Molecular formula: C23H31F5NO8PS
Method: DFT, ωB97M-V/def2-TZVPD

The geometry in XYZ format:
```
70
Properties=species:S:1:pos:R:3
C 2.7217 2.3789 1.6894
C 3.1804 3.8222 1.8414
O 4.1541 4.0581 2.5269
O 2.5232 4.8714 1.2595
C 1.8886 4.5847 -0.0011
C 0.3712 4.4565 0.2084
C -0.4530 4.6175 -1.0990
C -1.7224 3.7200 -1.0546
C -1.7750 2.6065 -2.1333
C -1.1390 1.2665 -1.7097
O 0.0397 1.4915 -0.9136
S 0.9299 0.1097 -1.1886
O 2.2700 0.3461 -0.7474
O 0.1987 -0.9474 -0.1439
C -0.6482 -1.8752 -0.8405
P -1.3162 -3.0081 0.5666
O -2.4909 -3.9861 -0.0597
O -0.1261 -4.0478 1.0032
C 0.0774 -2.6962 -1.9240
F 0.0523 -2.0781 -3.1608
F -0.6203 -3.8625 -2.1250
C 1.5313 -3.0784 -1.6774
C 2.2342 -3.5206 -2.7914
C 3.5496 -3.8895 -2.7205
C 4.2213 -3.8609 -1.5131
C 3.5437 -3.4230 -0.4062
C 4.2181 -3.3710 0.9500
F 3.6115 -2.5297 1.7897
F 5.5301 -3.1462 0.8774
F 4.0821 -4.6111 1.5180
C 2.2309 -3.0219 -0.4947
C -1.9520 -1.2042 -1.3862
C -2.1530 0.2946 -1.0210
C -2.3349 0.6228 0.4898
C -3.2780 -0.3054 1.2440
O -4.3649 -0.6335 0.7962
N -2.8298 -0.7227 2.5113
C -2.4313 0.4312 3.3394
C -3.8586 -1.5105 3.1959
H 3.4553 1.8776 1.0469
H 2.7069 1.8414 2.6381
H 1.7543 2.2592 1.1936
H 2.0493 5.4780 -0.6210
H 2.3356 3.7446 -0.5443
H 0.0949 5.2464 0.9179
H 0.1823 3.5028 0.7133
H 0.1538 4.4762 -1.9997
H -0.8030 5.6574 -1.0862
H -2.6291 4.3253 -1.1905
H -1.7928 3.3290 -0.0342
H -2.7815 2.4549 -2.5337
H -1.1707 2.9641 -2.9804
H -0.8640 0.7677 -2.6539
H -3.3389 -3.6131 0.2135
H -0.4578 -4.9564 1.0507
H 1.7508 -3.5579 -3.7627
H 4.0671 -4.2017 -3.6229
H 5.2651 -4.1487 -1.4302
H 1.7428 -2.6525 0.3983
H -2.0233 -1.2762 -2.4774
H -2.8480 -1.7197 -1.0158
H -3.1176 0.5682 -1.4715
H -1.3600 0.6909 0.9787
H -2.7620 1.6343 0.5301
H -3.1996 1.2194 3.3417
H -1.4345 0.8056 3.0967
H -2.3661 0.0686 4.3729
H -4.2309 -2.3367 2.5927
H -4.6610 -0.8497 3.5579
H -3.3839 -1.9468 4.0858
```

Calculated values
E_tot: -2790.58358 Ha
HOMO energy: -8.68 eV
Total charge: 0
Frontier orbital gap: 9.048 eV